1.
Entry from the Open Molecules 2025 dataset: 2 unconnected molecules or ions with the total composition C6H14O2 (wB97M-V/def2-TZVPD).

Properties
Frontier orbital gap = 10.9 eV
HOMO level = -9.83 eV
Net charge = 0
SMILES string = CO[C@@H](C)O.C=CC

Each line ends with the natural charge from an NBO analysis.
Atoms and positions in Å:
H -1.35600 -1.31028 1.20509  0.241
H 2.89708 -1.00293 -0.07591  0.169
C -2.02560 -0.89111 -0.75565  -0.127
H 2.05536 2.56202 1.23732  0.222
H 0.17494 1.03655 1.42240  0.143
C -2.30110 -1.14548 0.68650  -0.661
C 2.23577 1.52143 0.98506  -0.653
H -1.54280 -1.70444 -1.28330  0.196
H 1.58452 -2.09673 -0.57245  0.189
C 1.86277 -1.05412 -0.42650  -0.267
H -2.08497 0.37386 -2.43704  0.207
O 0.96640 -0.53965 0.53899  -0.556
H -2.82306 -0.30573 1.14379  0.208
C 0.90854 0.86600 0.61553  0.381
H 2.91746 1.48374 0.14320  0.215
O 0.47062 1.43250 -0.58073  -0.747
H -2.90640 -2.04373 0.80413  0.219
C -2.30470 0.23435 -1.39153  -0.470
H 2.67682 1.00886 1.83823  0.215
H -2.79715 1.05711 -0.89668  0.197
H 1.76962 -0.51219 -1.37131  0.186
H -0.37814 1.02997 -0.82912  0.492



2.
Entry from the Open Molecules 2025 dataset: 2 unconnected molecules or ions with the total composition C6H14O2 (wB97M-V/def2-TZVPD).

Properties
Frontier orbital gap = 10.5 eV
HOMO level = -9.74 eV
Net charge = 0
SMILES string = CC(C)=O.CCCO

Each line ends with the natural charge from an NBO analysis.
Atoms and positions in Å:
C 3.32843 4.37321 1.40574  -0.616
H -2.07348 -0.32857 2.91737  0.238
H -5.12870 0.78342 4.95169  0.231
H -4.12082 1.36152 6.31525  0.238
C -4.21444 0.58618 5.53634  -0.723
H 3.73231 3.90080 -0.67665  0.205
H 4.95168 1.77171 -0.27736  0.181
H -3.86320 -0.27754 2.85728  0.230
C -2.99300 -0.42411 3.51900  -0.723
H 2.49501 1.76455 1.14307  0.463
H 2.29255 3.99543 1.37668  0.200
H 3.75335 4.15871 2.40076  0.202
C 4.30153 2.20230 0.50835  -0.060
O -2.08574 1.38581 4.79332  -0.540
H 5.19308 4.13737 0.32646  0.202
H -4.31627 -0.39592 6.02799  0.230
O 3.05799 1.51039 0.38225  -0.722
C -3.00302 0.59737 4.63279  0.589
H -3.03610 -1.44429 3.93611  0.231
H 3.30848 5.46634 1.25992  0.217
C 4.17326 3.70682 0.32004  -0.424
H 4.76786 1.98367 1.48824  0.153



Most stable structure, least stable structure: 2, 1.